{
  "formula": "C2HCl3F2O2S2",
  "method": "ωB97M-V/def2-TZVPD",
  "elements": ["C", "C", "O", "O", "F", "F", "S", "S", "Cl", "Cl", "Cl", "H"],
  "xyz": [[-0.38418, 0.77596, -0.14382], [4.78901, 0.07817, 0.09612], [2.14954, -2.50799, -0.20617], [2.44383, 1.52479, -0.22600], [-0.20535, 1.68698, -1.01685], [-0.05387, 1.15937, 1.16866], [1.98009, -1.22688, -0.81899], [2.85828, 0.33724, 0.50196], [5.43927, 1.57994, 0.83212], [5.09167, 0.09470, -1.67254], [5.33072, -1.29838, 1.07680], [-1.43843, 0.50185, -0.28147]],
  "forces_ev_per_angstrom": [[-1.008, -0.557, 2.434], [-0.848, 0.857, 0.368], [0.228, -2.673, 1.185], [0.011, 0.650, -0.366], [1.311, 1.833, -1.077], [-0.565, -0.496, -2.264], [-0.078, 2.830, -0.922], [0.975, -0.888, -0.161], [-0.005, -0.437, -0.380], [-0.055, -0.435, 1.255], [-0.198, 0.248, -0.971], [0.231, -0.930, 0.900]],
  "mulliken_charge": [0.0715, 0.2680, -0.3847, -0.4424, -0.1296, -0.1790, 0.4150, 0.4160, -0.1134, -0.0711, -0.0746, 0.2244],
  "gap_ha": [0.2874, 0.3349],
  "e_lumo_ev": [-1.712, -0.426],
  "energy_ev": -70852.8801,
  "relative_energy_ev": 1.399,
  "charge": 0
}